DFT (ωB97M-V/def2-TZVPD) results for a 2-piece molecular cluster, C2H6OSi overall.

As for the energy above the lowest of the compared OMol25 structures with the same formula, charge and spin: 4.072 eV. As for the frontier orbital gap: 7.78 eV. The strongest force on any atom is 0.0783 hartree/bohr.

```
! RIJCOSX wB97M-V def2-TZVPD def2/J DEFGRID3
* xyz 0 1
H -0.16882 1.05643 -0.76326
C 1.95488 -1.40913 -1.35292
H -2.31257 1.56299 0.60627
H -2.14494 0.12284 1.67106
H 2.41204 -2.43917 -1.45764
Si -0.01598 0.30511 0.50392
C -1.56890 1.00676 1.31156
H 2.20572 -0.79274 -0.51974
H -1.58056 1.53462 2.18966
O 1.21915 -0.94771 -2.18891
*
```

Löwdin population analysis, charges in e, atoms 1 to 6:
1 H -0.142
2 C -0.214
3 H 0.047
4 H 0.008
5 H 0.096
6 Si 0.771

***

DFT (ωB97M-V/def2-TZVPD) results for a 2-piece molecular cluster, C2H6S2 overall.

As for the energy above the lowest of the compared OMol25 structures with the same formula, charge and spin: 4.015 eV. As for the frontier orbital gap: 5.86 eV. The strongest force on any atom is 0.0247 hartree/bohr.

```
! RIJCOSX wB97M-V def2-TZVPD def2/J DEFGRID3
* xyz 0 1
H 0.10890 -0.80441 1.33828
H -1.56642 -0.49382 1.96681
H 0.84107 -0.78731 -1.14963
S -1.43358 -0.93921 -0.41955
H -0.15794 0.56899 -1.13558
H 1.35834 0.68074 -2.00513
C 0.96936 0.28709 -1.05944
H -0.78599 0.75708 0.96204
S 1.52662 1.07766 0.35387
C -0.86035 -0.34679 1.14831
*
```

Löwdin population analysis, charges in e, atoms 1 to 6:
1 H -0.001
2 H 0.050
3 H -0.011
4 S 0.621
5 H -0.006
6 H 0.056

***

DFT (ωB97M-V/def2-TZVPD) results for one molecule with the formula C2H6SSi.

As for the energy above the lowest of the compared OMol25 structures with the same formula, charge and spin: 0.000 eV. As for the frontier orbital gap: 8.58 eV. The strongest force on any atom is 0.0822 hartree/bohr.

```
! RIJCOSX wB97M-V def2-TZVPD def2/J DEFGRID3
* xyz 0 1
S 1.86890 -1.66409 1.13618
H -0.22056 -0.21121 -2.00943
C -1.00390 0.15163 1.23913
C 0.61073 0.21158 -1.43978
H 0.59287 1.29328 -1.47779
H 1.52995 -0.12322 -1.94150
H -0.78646 -0.01537 2.29625
H -1.85647 -0.42625 0.91925
H -1.17814 1.18778 0.98843
Si 0.44309 -0.40413 0.28926
*
```

Löwdin population analysis, charges in e, atoms 1 to 6:
1 S 0.074
2 H 0.032
3 C -0.248
4 C -0.251
5 H 0.026
6 H 0.038

***

DFT (ωB97M-V/def2-TZVPD) results for one molecule with the formula C2H6SSi.

As for the energy above the lowest of the compared OMol25 structures with the same formula, charge and spin: 1.852 eV. As for the frontier orbital gap: 9.48 eV. The strongest force on any atom is 0.0648 hartree/bohr.

```
! RIJCOSX wB97M-V def2-TZVPD def2/J DEFGRID3
* xyz 0 1
H -1.62656 -1.12270 1.95746
H 0.09321 -1.38578 1.60678
H 0.20666 0.28306 -2.28092
S 1.60684 1.78689 -0.24228
H 1.95869 -0.94941 -1.19557
C -0.78171 -0.80966 1.29945
C -0.90868 -0.40275 0.01340
Si 0.66074 -0.11016 -0.92524
H -1.76015 0.01564 -0.43886
H 0.55096 2.69488 0.20578
*
```

Löwdin population analysis, charges in e, atoms 1 to 6:
1 H 0.066
2 H 0.047
3 H -0.084
4 S 0.233
5 H -0.040
6 C -0.079

***

> Which formula does entry 1 have?

C2H6OSi